22
Properties=species:S:1:pos:R:3:nbo_charge:R:1 method="wB97M-V/def2-TZVPD" homo_energy_ev=-7.6 energy_ev=-37921.89618 gap_ha=0.2413 total_charge=0 e_above_lowest_kj_mol=0.5
Si 2.0197 -0.7385 -0.6623 0.147
H 1.3367 0.6249 1.8337 -0.122
H -2.6830 1.6127 1.8578 0.221
H -3.1446 2.0607 -0.6222 0.224
Si 1.8771 1.1505 0.5878 0.032
H 0.9393 -2.2680 2.2385 -0.104
C -1.4609 -0.7969 -0.7571 -0.217
H 3.0015 1.9208 1.0055 -0.117
C -2.7457 1.1508 -0.2454 -0.211
C -0.8760 -0.8086 0.5080 -0.390
C -2.2161 1.0990 1.0223 -0.225
H 0.9775 -0.2722 -1.6726 -0.110
C -2.3156 0.2041 -1.1469 -0.196
Si 0.4770 2.6921 -0.2326 0.436
H -0.2845 1.9972 -1.4179 -0.241
H -0.6809 0.3023 2.2397 0.215
C -1.2470 0.2246 1.4023 -0.220
H 3.0115 -1.0936 -1.6910 -0.093
Si 0.6057 -2.0506 0.6849 0.681
H -1.5425 -1.6805 -1.3295 0.213
H -2.7265 0.1383 -2.1371 0.215
H 0.2938 -3.1994 -0.1657 -0.138

=====

29
Properties=species:S:1:pos:R:3:nbo_charge:R:1 method="wB97M-V/def2-TZVPD" homo_energy_ev=-8.6 energy_ev=-40237.09350 gap_ha=0.1022 total_charge=0 e_above_lowest_kj_mol=382.7
S -0.2000 4.8008 -1.1595 2.511
H -0.6679 -1.1700 4.4701 0.208
C -0.5691 -1.4574 2.3364 0.061
H -0.4448 -3.1128 -1.8744 0.192
H 0.9479 -1.0074 3.8462 0.224
C 1.0295 -0.4329 -2.0227 1.012
H 2.8598 1.3754 -4.0022 0.201
H 0.4894 -2.9921 -0.4011 0.187
H 1.1827 1.3800 -3.9370 0.194
H -1.9999 -3.0940 2.9123 0.224
O 1.0716 -1.7522 -1.8641 -0.488
O 0.1969 0.2630 -1.5096 -0.695
Al -1.1918 2.1069 0.2964 1.094
H -2.6653 -1.4870 2.7366 0.215
H -0.7940 -1.8435 -0.7013 0.211
O 2.0519 -0.0504 -2.7614 -0.484
O -0.4772 -0.2511 1.7600 -0.550
C 0.0318 -1.5864 3.7330 -0.642
O 0.1921 6.0589 -1.7389 -0.899
O 0.1588 3.6386 -1.9970 -0.855
C 2.0500 1.2752 -3.2811 -0.261
H 2.1124 2.0316 -2.5044 0.215
C -1.9390 -2.1898 2.3122 -0.615
H 0.0415 -2.2501 1.8486 0.227
O -1.6712 4.6755 -0.8789 -0.830
H 0.1716 -2.6059 4.0921 0.213
C 0.0058 -2.4033 -1.1812 -0.265
H -2.3259 -2.3689 1.3077 0.211
O 0.3523 4.4495 0.1631 -0.818

=====

50
Properties=species:S:1:pos:R:3:nbo_charge:R:1 method="wB97M-V/def2-TZVPD" homo_energy_ev=1.3 energy_ev=-306508.49250 gap_ha=0.0998 total_charge=-3
As -20.0816 -22.2471 18.4892 2.791
Cl -16.7778 -18.6018 24.8185 -0.059
F -27.6632 -22.1456 20.4768 -0.643
C -17.9028 -17.7343 23.7357 -0.385
F -20.1037 -20.8436 17.4092 -0.630
Cl -14.3720 -25.4154 18.6371 -0.053
Cl -17.1680 -16.6401 16.8529 0.018
O -22.9427 -16.2325 19.9603 -0.814
Cl -17.0277 -16.5272 22.7948 -0.033
F -20.3345 -23.5287 19.7691 -0.630
H -15.9676 -25.4124 20.4785 0.236
Cl -23.2275 -28.0668 19.1789 -0.030
H -15.2588 -15.5719 16.2758 0.210
H -18.3100 -18.4235 22.9958 0.250
F -28.0613 -18.6130 20.7688 -0.631
H -16.3828 -15.5730 14.9015 0.216
F -28.3264 -20.2182 18.9628 -0.636
F -27.3082 -20.5471 22.3218 -0.627
F -21.8070 -22.2713 18.1241 -0.626
F -19.6307 -23.3917 17.2423 -0.618
H -18.8412 -24.9859 25.5828 0.230
H -18.6307 -17.2031 24.3489 0.226
F -20.5834 -20.9863 19.7510 -0.647
F -26.1791 -20.1217 20.1148 -0.636
C -15.9323 -16.1883 15.6803 -0.420
P -23.3430 -15.0613 19.0399 2.147
C -18.8076 -26.0491 25.3450 -0.401
H -21.2357 -27.5620 17.9558 0.221
O -24.4733 -16.1185 18.9961 -0.507
C -25.1896 -20.6070 13.8590 -0.229
Cl -19.8772 -26.8146 26.4484 -0.004
O -24.6223 -14.2561 18.9793 -0.863
Cl -17.0960 -26.5896 25.5100 -0.062
H -19.1411 -26.2818 24.3337 0.236
Cl -22.5909 -28.7629 16.4293 -0.051
H -22.5271 -26.5763 17.4096 0.249
H -26.1711 -20.9814 13.5680 0.083
H -24.6721 -21.5224 14.1461 0.098
Cl -15.2296 -27.7351 20.2865 -0.047
F -29.5722 -20.5672 21.0287 -0.640
O -23.2426 -15.5906 17.5671 -1.009
C -15.6813 -26.1087 19.6902 -0.369
H -16.5566 -26.1873 19.0454 0.234
C -22.3023 -27.5925 17.7336 -0.390
Cl -15.0546 -17.4541 14.8527 -0.024
O -25.2004 -19.7869 15.0044 -0.987
As -27.8578 -20.3662 20.6835 2.812
H -24.7009 -20.2292 12.9609 0.078
F -18.2902 -22.0150 18.8446 -0.633
Y -22.8987 -18.7828 18.1462 0.999

=====

23
Properties=species:S:1:pos:R:3:nbo_charge:R:1 method="wB97M-V/def2-TZVPD" homo_energy_ev=-13.4 energy_ev=-97450.85356 gap_ha=0.2920 total_charge=+1
O -0.5999 -0.5769 -2.2527 -0.730
H -1.2778 2.6279 2.1195 0.236
H -0.8543 0.3299 -2.4217 0.478
H 0.2316 1.6009 2.3469 0.209
H 2.2502 -1.9808 -1.3552 0.254
H 1.2447 0.3889 -1.8118 0.175
C 0.8239 -0.5836 -2.1095 -0.078
S -0.6023 -1.4296 1.0154 0.741
C 1.1065 -1.3949 0.3522 -0.551
H 1.6190 -0.4572 0.6171 0.253
C 1.1916 -1.7402 -1.1560 -0.447
C -0.3826 2.2002 1.6599 -0.624
Br -0.3089 -1.3269 3.2202 0.086
H -1.1467 2.0212 -0.3745 0.238
I -3.1479 0.3519 1.9912 0.243
H 1.6483 -2.1864 0.8992 0.281
H 0.3317 1.1372 -0.0669 0.218
H 0.6023 -2.6183 -1.4511 0.249
H 0.2495 3.0553 1.3620 0.236
H -2.0446 -0.0870 -0.4008 0.289
C -0.6509 1.3770 0.3710 -0.464
H 1.2446 -0.8131 -3.1052 0.200
C -1.5284 0.1048 0.5508 -0.493

=====

31
Properties=species:S:1:pos:R:3:nbo_charge:R:1 method="wB97M-V/def2-TZVPD" homo_energy_ev=-13.2 energy_ev=-137867.03256 gap_ha=0.1448 total_charge=+1 e_above_lowest_kj_mol=214.4
H 10.7979 -7.7139 23.8082 0.223
C 6.0863 -4.2736 18.0681 -0.396
Cl 5.0844 -5.0998 16.8188 -0.021
Cl 11.4050 -8.6544 21.7625 0.005
C 8.4553 -4.1717 21.5155 -0.294
O 7.7695 -5.0116 22.3530 -0.591
Cl 7.8479 -0.5023 21.7136 -0.056
H 9.6334 -4.7866 24.3003 0.217
Cl 8.4930 2.3127 22.2361 -0.010
C 8.5756 0.9736 21.0683 -0.393
C 11.4118 -1.8171 23.2641 -0.431
H 9.6117 0.7436 20.8415 0.229
H 5.4886 -3.7913 18.8335 0.216
H 10.3320 -1.9621 23.3043 0.207
Cl 7.2034 -3.2040 17.2239 -0.005
Cl 9.6990 -6.1597 26.1966 -0.012
H 8.1303 1.3572 20.1554 0.233
Cl 12.7294 -6.5161 23.2671 0.004
Hg 5.9517 -5.8693 23.4549 1.164
H 10.5157 -6.5461 22.5606 0.190
C 9.5642 -4.5981 25.3655 -0.398
Cl 12.2916 -3.3302 23.1303 -0.007
C 11.2170 -7.3106 22.8893 -0.416
H 8.0025 -3.8940 20.5587 0.211
Cl 7.9843 -3.9040 25.7378 -0.018
H 11.6156 -1.3437 24.2229 0.230
Cl 11.7434 -0.7268 21.9410 0.001
H 9.4909 -4.5419 21.4230 0.279
H 8.5960 -3.1786 21.9717 0.185
H 6.7208 -5.0470 18.4915 0.208
H 10.3592 -3.9726 25.7569 0.246

=====

25
Properties=species:S:1:pos:R:3:nbo_charge:R:1 method="wB97M-V/def2-TZVPD" homo_energy_ev=-9.8 energy_ev=-36860.11236 smiles="C/C(=N/[S@](=N)(=O)Cl)OC(C)(C)C" gap_ha=0.3611 total_charge=0 e_above_lowest_kj_mol=346.2
H 2.3295 -1.2846 -0.3857 0.202
C -0.3187 -2.4204 0.4374 -0.711
Cl -4.5783 -0.2693 0.5580 -0.184
H 2.2883 -0.1822 -1.8094 0.224
N -2.1600 -1.0565 -0.2538 -0.766
C -0.8783 -1.1094 -0.1060 0.688
H 1.5048 -0.8838 1.4008 0.199
H 1.3810 2.3436 -1.4120 0.214
H 2.9474 0.3293 -0.0822 0.231
H 1.9297 0.7353 1.8004 0.218
H 0.2219 0.4769 1.7107 0.242
H 0.1356 2.1614 -0.1502 0.256
H -3.0185 1.6327 -2.1243 0.411
S -2.8640 0.4074 -0.3688 1.850
C 1.1040 0.4105 -0.1513 0.255
H 1.7132 2.5235 0.3176 0.221
C 1.1840 0.1880 1.3599 -0.636
O -0.1917 -0.0315 -0.6078 -0.504
N -3.2884 0.7011 -1.7860 -1.083
H -1.0883 -3.1212 0.8004 0.272
H 0.0464 -2.1358 1.4579 0.258
H 0.4311 -2.7013 -0.2827 0.242
C 1.1044 1.8944 -0.3729 -0.640
C 2.2473 -0.2914 -0.7019 -0.625
O -2.1822 1.6832 0.7521 -0.836

=====

25
Properties=species:S:1:pos:R:3:nbo_charge:R:1 method="wB97M-V/def2-TZVPD" homo_energy_ev="-13.1 / -13.1" energy_ev=-17816.65675 gap_ha="0.3006 / 0.3006" total_charge=+1 e_above_lowest_kj_mol=53.6
H 3.2910 0.5135 -1.0065 0.274
C 2.3393 1.0852 -0.8632 -0.659
H -2.6156 -3.1007 -1.1748 0.243
N -1.0441 -0.1557 -1.3962 0.095
C 0.9020 1.6009 2.9502 -0.592
H -0.9719 1.3974 2.1067 0.249
N -1.7113 -1.3720 -1.6716 0.066
C -1.8873 -2.4695 -0.7355 -0.465
H -2.1881 -2.4014 -3.3778 0.420
N -2.1292 -1.4459 -2.9655 -0.611
F 1.3185 -1.1220 -0.3611 -0.360
H -2.1821 -2.2332 0.3648 0.266
H 2.0353 1.7564 2.8284 0.232
H 1.6037 1.2801 -1.6935 0.235
H 2.3687 2.0245 -0.2461 0.241
N -0.8404 0.3404 -0.2661 -0.181
C 0.1198 0.6465 0.4581 0.307
H 0.7431 0.6821 3.4463 0.221
C 0.0192 1.5584 1.6892 -0.460
H -2.2576 -0.6131 -3.5004 0.430
H -0.9941 -3.0274 -0.6018 0.249
F 2.2005 -0.0274 1.2438 -0.319
H 0.4807 2.3036 3.5767 0.229
C 1.5151 0.1776 0.1047 0.643
H -0.1153 2.6016 1.0911 0.248

=====

26
Properties=species:S:1:pos:R:3:nbo_charge:R:1 method="wB97M-V/def2-TZVPD" homo_energy_ev=-21.5 energy_ev=-31717.53027 gap_ha=0.1925 total_charge=+3
H -0.5502 -1.6728 -1.5581 0.369
H 3.8121 -0.4956 -1.0666 0.252
Tl -1.0108 5.0471 1.6676 1.001
H 1.8393 -1.4191 -1.5438 0.288
H 0.1255 -2.1519 0.0746 0.290
H 1.7204 0.9480 0.3288 0.239
H 1.0341 0.1411 -1.7832 0.249
C 3.5176 -0.3439 -0.0293 -0.582
H 1.7082 -0.6057 1.1055 0.261
H 3.8619 -1.1914 0.5554 0.267
N -1.1344 -0.5783 0.0526 -0.259
C -0.2049 -1.3370 -0.5637 -0.213
H -2.3473 2.1594 1.1833 0.399
C 2.0036 -0.0978 0.1846 -0.429
H -1.0767 2.2908 -1.4536 0.251
H -2.9817 0.3197 -0.3354 0.310
C -1.9513 0.3198 -0.6892 -0.346
H -1.8791 0.0866 -1.7500 0.282
O -2.7793 -0.2828 2.0158 -0.791
F -0.9021 -1.7553 2.2418 -0.394
C -1.5446 1.8957 -0.5512 0.198
N -1.8382 2.6181 0.4216 -0.575
S -2.1110 -1.3665 1.4326 2.533
O -2.6432 -2.4678 0.7567 -0.713
C 1.3050 -0.6111 -1.0441 -0.183
H 4.0272 0.5507 0.3472 0.296

=====

27
Properties=species:S:1:pos:R:3:nbo_charge:R:1 method="wB97M-V/def2-TZVPD" homo_energy_ev=-9.4 energy_ev=-31155.43313 smiles="NCCCCN(CC(=O)O)S(=O)(=O)F" gap_ha=0.3599 total_charge=0 e_above_lowest_kj_mol=0.0
H -2.8830 1.9839 -1.1018 0.181
H 0.0267 -0.9778 1.3447 0.229
H -3.8692 -0.3749 0.2574 0.352
H -0.2209 2.3020 -0.6412 0.220
N -3.8152 0.1792 -0.5881 -0.826
O 2.5549 -2.7761 -0.6954 -0.903
H 1.5109 -1.8966 1.5200 0.235
O 1.0792 0.9801 2.7580 -0.543
C 1.2372 0.7922 -0.5597 -0.224
F 1.9771 -1.1394 -2.3598 -0.468
H -3.6665 -0.4665 -1.3553 0.351
C -1.3140 0.4960 -0.8966 -0.429
C 1.1117 -0.9079 1.2758 -0.354
H -2.6019 1.4506 0.5387 0.183
H -1.3300 -0.5442 -0.5773 0.209
C -0.1732 1.2801 -0.2506 -0.435
H 1.3955 0.8378 -1.6320 0.228
H -0.3570 1.3621 0.8203 0.228
C 1.6811 0.0642 2.3008 0.778
H 3.3188 -0.8844 2.1112 0.491
N 1.6276 -0.5533 -0.0483 -0.688
O 2.9466 -0.1875 2.6706 -0.657
O 0.2074 -2.3243 -1.2387 -0.905
C -2.6784 1.0996 -0.4934 -0.208
H 1.9475 1.4956 -0.1191 0.215
S 1.5349 -1.8521 -1.0544 2.541
H -1.2475 0.5617 -1.9857 0.200

=====

21
Properties=species:S:1:pos:R:3:nbo_charge:R:1 method="wB97M-V/def2-TZVPD" homo_energy_ev="-11.7 / -12.3" energy_ev=-16012.07487 gap_ha="0.2562 / 0.3169" total_charge=+1 e_above_lowest_kj_mol=426.4
I 3.2413 -0.0717 0.6179 0.260
C 0.2381 -1.4782 0.0186 0.313
N 0.8176 1.4940 -0.2185 -0.467
H -0.3116 1.4937 1.5709 0.234
H 1.6091 2.0464 -0.5748 0.445
H -0.1563 1.0642 -2.0423 0.251
H -1.6309 -0.4199 0.0064 0.221
C -1.2064 -1.4111 -0.1094 -0.748
H -1.2453 1.4680 -0.7026 0.227
H 0.3541 -3.5456 0.3007 0.258
H -1.5557 -1.8440 -1.0524 0.256
C 0.9975 -2.7062 0.0351 -0.767
H 1.3776 1.9907 1.7571 0.246
H -1.6194 -2.0504 0.6782 0.271
H 0.2149 3.1016 1.0095 0.237
C 1.3641 0.1478 -0.2914 -0.168
H 1.4165 -2.9103 -0.9544 0.271
C -0.2951 1.7047 -1.1734 -0.414
C 0.4999 2.0548 1.1142 -0.423
H 1.8421 -2.6575 0.7231 0.256
H -0.3203 2.7439 -1.4926 0.240